Computed, not measured: a molecular structure, C37H30N4O4PReS, with ωB97M-V/def2-TZVPD.

The geometry in XYZ format:
```
78
Properties=species:S:1:pos:R:3:forces:R:3
Re 0.369 -0.017 -0.079 0.1 0.0 0.6
C 4.666 3.408 0.754 0.0 -0.1 0.0
C 3.436 3.874 0.310 -0.1 0.0 0.0
C 2.289 3.122 0.523 0.0 0.2 0.0
C 2.379 1.905 1.175 -0.4 -0.1 0.0
C 3.594 1.448 1.654 0.2 -0.1 0.0
C 4.741 2.199 1.435 0.0 0.0 0.0
N 1.193 1.089 1.318 0.7 -0.1 0.0
C 0.732 0.900 2.635 0.4 0.5 -0.3
C 1.087 1.696 3.719 0.0 0.1 0.1
C 0.538 1.416 4.959 0.0 0.0 0.0
C -0.350 0.353 5.141 0.1 0.1 0.0
C -0.691 -0.446 4.070 -0.1 -0.1 0.0
C -0.143 -0.145 2.834 -0.2 -0.6 -0.2
N -0.361 -0.895 1.645 0.4 0.8 0.4
N -0.888 -2.019 1.756 -0.2 -0.2 -0.6
C -0.854 -2.688 0.533 -0.2 0.1 0.6
C -1.321 -3.985 0.510 -0.1 -0.3 -0.1
C -1.131 -4.731 -0.637 -0.1 -0.1 0.2
C -0.449 -4.146 -1.687 0.1 0.1 -0.1
C -0.032 -2.831 -1.590 0.1 -0.1 0.1
N -0.261 -2.068 -0.507 -0.2 0.0 -0.1
H 5.563 3.985 0.572 0.0 0.0 0.0
H 3.368 4.825 -0.203 0.0 0.0 0.0
H 1.318 3.471 0.189 0.0 0.0 0.0
H 3.642 0.498 2.173 0.0 0.0 0.0
H 5.696 1.837 1.795 0.0 0.0 0.0
H 1.769 2.523 3.583 0.0 0.0 0.0
H 0.797 2.041 5.803 0.0 0.0 0.0
H -0.770 0.160 6.118 0.0 0.0 0.0
H -1.373 -1.278 4.171 0.0 0.0 0.0
H -1.791 -4.382 1.398 0.0 0.0 0.0
H -1.482 -5.752 -0.697 0.0 0.0 0.0
H -0.235 -4.696 -2.592 0.0 0.0 0.0
H 0.516 -2.362 -2.383 0.1 -0.1 0.1
O -1.776 1.389 1.457 0.0 -0.1 0.1
C -1.391 1.230 0.325 -0.1 -0.1 -0.3
C -2.107 1.992 -0.755 0.1 0.0 0.3
C -3.056 2.962 -0.422 0.0 0.0 0.0
C -3.708 3.643 -1.428 0.0 0.0 -0.1
C -3.433 3.350 -2.767 0.0 0.0 0.1
C -2.500 2.386 -3.092 0.0 -0.1 0.0
C -1.831 1.708 -2.069 -0.1 0.1 -0.3
P -0.568 0.458 -2.384 -0.4 0.0 0.0
C -1.536 -0.868 -3.185 0.1 0.0 -0.2
C -2.877 -1.018 -2.831 0.0 0.0 0.0
C -3.649 -2.018 -3.407 0.0 0.0 0.0
C -3.092 -2.876 -4.345 0.0 0.0 0.0
C -1.751 -2.750 -4.685 0.0 0.0 0.0
C -0.975 -1.761 -4.101 -0.1 0.1 -0.1
C 0.379 1.354 -3.658 0.2 -0.2 0.0
C 0.427 0.992 -4.999 0.0 0.1 0.0
C 1.180 1.742 -5.896 0.0 0.0 0.0
C 1.878 2.857 -5.462 0.0 0.0 0.0
C 1.786 3.254 -4.133 0.0 0.0 0.0
C 1.038 2.510 -3.239 0.0 0.0 0.0
H -3.258 3.161 0.622 0.0 0.0 0.0
H -4.434 4.407 -1.181 0.0 0.0 0.0
H -3.950 3.882 -3.555 0.0 0.0 0.0
H -2.289 2.159 -4.130 0.0 0.0 0.0
H -3.329 -0.352 -2.106 0.0 0.0 0.0
H -4.691 -2.115 -3.132 0.0 0.0 0.0
H -3.700 -3.640 -4.809 0.0 0.0 0.0
H -1.308 -3.422 -5.409 0.0 0.0 0.0
H 0.079 -1.696 -4.344 0.0 0.0 -0.1
H -0.141 0.154 -5.371 0.1 -0.1 0.0
H 1.212 1.450 -6.938 0.0 0.0 0.0
H 2.480 3.426 -6.158 0.0 0.0 0.0
H 2.297 4.146 -3.793 0.0 0.0 0.0
H 0.966 2.834 -2.208 0.0 0.0 0.0
C 4.332 -0.450 -1.969 0.3 0.4 0.3
S 2.630 -0.518 -1.599 0.0 -0.1 0.3
O 2.433 -1.276 -0.339 -0.2 0.0 -0.5
O 2.000 -1.084 -2.770 0.1 0.0 -0.2
O 2.137 0.866 -1.272 -0.4 -0.5 -0.1
H 4.588 -1.367 -2.491 0.0 0.0 0.0
H 4.887 -0.353 -1.037 0.0 0.0 0.0
H 4.499 0.420 -2.603 0.0 -0.1 0.0
```
Forces are in eV/Å.

Computed properties:
E_HOMO (alpha / beta), eV: -10.38 / -10.73
Net charge: +1
Spin multiplicity: 2
Orbital gap (alpha / beta), eV: 6.115 / 6.251
Electronic energy, a.u.: -2765.58255
Expectation value of S²: 0.767
Energy relative to the best compared isomer or geometry (same formula, charge and spin), kJ/mol: 26.4
Lowest unoccupied orbital energy (alpha / beta), eV: -4.261 / -4.481